No. 1
Density functional theory data (the ωB97M-V functional and the def2-TZVPD basis) for C33H28IMnN4O5 as an isolated structure in a non-equilibrium geometry.

Properties
HOMO-LUMO gap (spin up / spin down): 0.1887 / 0.2287 hartree
Highest occupied orbital energy (spin up / spin down): -2.942 / -4.033 eV
Multiplicity: 2
Charge: -1

Structure (XYZ):
```
72
C33H28IMnN4O5 the ωB97M-V functional and the def2-TZVPD basis
Mn -0.08601 0.31518 -0.11467
C 1.85845 -0.93110 -2.25494
O 1.66772 -0.52418 -0.90504
C 2.68172 -0.57096 -0.00841
C 3.98731 -0.89247 -0.32492
C 4.93865 -0.89829 0.69290
C 4.57012 -0.58177 1.98947
C 3.25517 -0.26287 2.29696
C 2.28238 -0.25879 1.30404
N 0.91306 0.04758 1.49466
N 0.60379 0.25264 2.71526
C -0.69019 0.56269 3.01034
C -1.75326 0.74810 2.09036
O -1.68612 0.66500 0.81630
C -3.06385 1.05949 2.61730
C -3.30699 1.18765 3.93483
C -2.25519 1.00892 4.89200
C -2.50472 1.13941 6.27078
C -1.50598 0.96158 7.19243
C -0.21682 0.63970 6.74173
C 0.04673 0.50938 5.40163
C -0.96287 0.69553 4.43333
H 2.50643 -0.22600 -2.77967
H 0.86605 -0.93468 -2.69324
H 2.28654 -1.93464 -2.28284
H 4.25994 -1.13130 -1.34220
H 5.96606 -1.14638 0.46189
H 5.30992 -0.58097 2.77863
H 2.95941 -0.01784 3.30583
H -3.83959 1.20044 1.87654
H -4.29998 1.43421 4.29262
H -3.51176 1.38570 6.58762
H -1.70830 1.06385 8.25115
H 0.58044 0.49152 7.46053
H 1.04110 0.25650 5.06599
C -0.95257 3.88938 -2.89586
C -1.91799 2.74219 -2.79403
N -3.16193 2.96229 -3.23735
C -3.97370 1.90506 -3.24978
C -3.65343 0.63781 -2.81695
C -4.69137 -0.43881 -2.95368
O -4.39510 -1.38482 -3.98733
C -2.35925 0.38387 -2.24182
C -2.12170 -0.90097 -1.68273
N -1.15233 -1.30591 -0.82153
C -1.58718 -2.25293 0.11730
C -2.87317 -2.11174 0.67879
C -3.35761 -2.96726 1.64627
C -2.57202 -4.01302 2.10543
C -1.30511 -4.18191 1.57681
C -0.81706 -3.32314 0.60157
I 1.08252 -3.75127 -0.12189
C -1.50125 1.51108 -2.29943
O -0.17155 1.32872 -2.02844
H -1.39976 4.66345 -3.51701
H -0.01022 3.56703 -3.34485
H -0.72464 4.30715 -1.91545
H -4.97139 2.07764 -3.64557
H -5.64409 0.00805 -3.23964
H -4.84405 -0.96348 -2.00099
H -3.48059 -1.66139 -3.86774
H -2.89270 -1.63614 -1.89848
H -3.45358 -1.25497 0.37029
H -4.34108 -2.79401 2.06466
H -2.93242 -4.68735 2.87099
H -0.68029 -4.99521 1.92149
C 2.01789 2.34437 -1.36206
C 0.62404 2.06237 -0.87915
O -0.00528 2.69609 -0.04591
H 2.11709 3.42231 -1.50839
H 2.23471 1.83460 -2.29392
H 2.73163 2.03480 -0.59870
```

=====

No. 2
Density functional theory data (the ωB97M-V functional and the def2-TZVPD basis) for a 4-piece molecular cluster, C6H21NO4 overall in a non-equilibrium geometry.

Properties
HOMO-LUMO gap: 0.3279 hartree
SMILES string: CCCNCCCO.O.O.O
Highest occupied orbital energy: -8.737 eV
Multiplicity: 1

Structure (XYZ):
```
32
C6H21NO4 the ωB97M-V functional and the def2-TZVPD basis
C -1.14828 2.71126 -1.29122
C -0.70318 1.46876 -0.49668
C -0.75625 1.73902 0.99567
N -0.11264 0.77355 1.89363
C -0.87463 -0.51068 2.04796
C -0.21009 -1.75678 1.41463
C -0.94365 -2.51497 0.32027
O -2.11576 -1.78599 -0.10007
H -0.31623 3.18359 -1.79210
H -1.61069 3.39884 -0.58138
H -1.91410 2.39113 -1.99512
H 0.24407 1.03387 -0.85813
H -1.22409 0.53937 -0.81790
H -0.40201 2.74149 1.27848
H -1.80673 1.77535 1.32229
H 0.78559 0.60020 1.44213
H -1.07922 -0.39513 3.12745
H -1.86380 -0.51256 1.54368
H -0.00468 -2.42745 2.24888
H 0.75386 -1.36542 1.10249
H -0.34084 -2.74394 -0.56275
H -1.36072 -3.43983 0.71378
H -2.61694 -2.29600 -0.74224
O 3.09397 -1.21708 -0.05765
H 2.33409 -1.01743 -0.61197
H 3.49585 -0.35201 0.08248
O 0.10779 -1.18235 -2.89680
H -0.74585 -1.56644 -2.65155
H -0.19018 -0.42773 -3.41993
O 2.83236 2.21718 -0.50202
H 2.11905 1.67026 -0.15857
H 2.61426 2.74279 -1.27393
```

=====

Calculated values (kJ/mol) of energy relative to the best compared isomer or geometry (same formula, charge and spin) for the records, taken in order: 0.0, 221.8.